{"formula": "C17H24ClF2NO19Si2", "method": "wB97M-V/def2-TZVPD", "energy_ha": -3385.6744, "homo_energy_ev": -11.04, "homo_lumo_gap_ha": 0.4016, "elements": ["O", "C", "F", "N", "C", "O", "F", "Si", "O", "O", "Si", "Cl", "H", "H", "H", "H", "C", "C", "O", "C", "O", "O", "H", "H", "H", "H", "C", "C", "O", "C", "O", "O", "H", "H", "H", "H", "C", "C", "O", "C", "O", "O", "H", "H", "H", "H", "C", "C", "O", "C", "O", "O", "H", "H", "H", "H", "C", "C", "O", "C", "O", "O", "H", "H", "H", "H"], "xyz": [[-0.479, 1.728, 0.049], [-0.300, 1.830, 1.186], [-1.055, 2.730, 1.891], [0.598, 1.094, 1.987], [0.874, -0.201, 1.443], [0.808, -1.127, 2.117], [1.236, -0.380, 0.166], [2.079, 2.007, 2.446], [1.590, 3.347, 3.311], [3.117, 2.293, 1.170], [3.187, 3.884, 0.566], [2.187, 3.963, -1.282], [2.806, 1.152, 3.392], [0.940, 3.877, 2.819], [2.734, 4.917, 1.499], [4.588, 4.179, 0.292], [-4.021, 1.272, 1.455], [-3.489, 0.913, 0.107], [-4.671, 0.567, -0.623], [-5.719, 1.201, -0.017], [-6.816, 1.271, -0.459], [-5.323, 1.751, 1.168], [-3.425, 2.040, 1.944], [-4.102, 0.409, 2.121], [-3.000, 1.757, -0.384], [-2.797, 0.072, 0.143], [-4.791, 5.089, 1.770], [-3.321, 5.100, 1.441], [-2.926, 6.411, 1.842], [-3.821, 6.844, 2.778], [-3.684, 7.824, 3.431], [-4.890, 6.005, 2.858], [-5.150, 4.104, 2.059], [-5.397, 5.460, 0.941], [-2.754, 4.367, 2.018], [-3.127, 4.940, 0.381], [-0.812, -2.251, -1.208], [-0.436, -3.698, -1.384], [-1.428, -4.375, -0.607], [-2.510, -3.557, -0.519], [-3.566, -3.882, -0.084], [-2.223, -2.313, -0.996], [-0.577, -1.647, -2.084], [-0.347, -1.802, -0.334], [-0.512, -4.027, -2.417], [0.563, -3.919, -1.016], [4.069, -0.131, -2.430], [5.544, -0.196, -2.730], [5.983, 1.127, -2.425], [5.097, 1.660, -1.548], [5.260, 2.689, -0.967], [4.001, 0.872, -1.417], [3.672, -1.077, -2.067], [3.480, 0.195, -3.290], [6.072, -0.901, -2.084], [5.751, -0.445, -3.769], [2.308, -8.444, -1.663], [2.505, -7.435, -0.562], [2.243, -6.197, -1.224], [1.455, -6.466, -2.298], [0.920, -5.637, -2.962], [1.357, -7.802, -2.511], [1.922, -9.394, -1.297], [3.222, -8.628, -2.232], [1.788, -7.557, 0.253], [3.513, -7.451, -0.152]], "forces_ev_per_angstrom": [[-0.6, -0.3, -2.5], [0.1, 0.1, 1.7], [1.0, -0.5, 0.4], [0.0, 1.2, -1.5], [0.1, 1.2, -0.9], [-0.1, -3.0, 2.2], [0.1, 1.4, -0.1], [1.2, 0.2, 1.4], [-0.2, -0.9, -1.5], [-1.9, 1.4, 0.9], [1.3, -0.5, -1.2], [0.1, 0.0, 1.0], [-0.2, -0.1, -0.2], [0.2, 0.2, 0.5], [-0.7, -0.2, 0.1], [-0.3, 0.3, 0.3], [0.3, 0.0, 0.8], [0.5, -0.2, -0.5], [-0.3, 0.4, 0.5], [0.0, -0.2, -0.3], [0.1, 0.0, 0.1], [-0.3, 0.1, -0.3], [-0.2, 0.1, 0.0], [0.0, 0.0, 0.0], [-0.1, 0.0, 0.0], [-0.2, -0.1, -0.2], [-0.5, -0.5, -0.2], [0.1, -0.2, -0.2], [-0.3, 0.0, 0.2], [-0.1, 0.2, 0.1], [0.0, -0.1, -0.1], [0.6, 0.2, -0.1], [-0.1, 0.1, 0.1], [0.0, 0.0, 0.0], [0.0, 0.1, 0.1], [0.1, 0.2, 0.0], [0.2, 0.3, -0.1], [0.3, 0.1, -0.2], [-0.2, 0.4, 0.0], [-0.2, -0.2, 0.1], [0.1, 0.1, 0.0], [0.0, -0.3, 0.1], [-0.2, 0.0, 0.0], [-0.1, -0.1, 0.0], [0.0, 0.0, 0.1], [-0.1, -0.1, 0.1], [-0.4, -0.3, -0.2], [0.2, -0.4, -0.2], [-0.3, 0.1, 0.2], [0.1, 0.2, 0.0], [0.2, -0.8, -0.5], [0.3, 0.1, -0.1], [0.0, 0.1, 0.2], [0.0, 0.0, 0.0], [0.0, 0.0, 0.0], [0.1, 0.2, 0.0], [0.2, -0.5, 0.0], [0.2, -0.1, 0.5], [-0.2, -0.1, -0.3], [-0.1, 0.0, -0.2], [0.3, -0.3, -0.1], [0.1, 0.4, 0.2], [-0.2, 0.1, -0.1], [0.0, 0.1, 0.0], [0.0, 0.0, -0.1], [0.0, 0.2, -0.1]]}

---

{"formula": "C7H9F", "method": "wB97M-V/def2-TZVPD", "e_above_lowest_ev": 2.7722, "energy_ha": -371.8539, "homo_energy_ev": -9.65, "homo_lumo_gap_ha": 0.3908, "elements": ["C", "C", "C", "C", "C", "C", "C", "H", "H", "H", "H", "H", "H", "H", "H", "H", "F"], "xyz": [[-0.582, 1.004, -0.494], [0.940, 0.967, -0.415], [1.209, -0.529, -0.762], [0.424, -0.738, 0.471], [0.911, 0.521, 1.121], [-0.986, -0.308, 0.062], [-2.126, -0.975, 0.074], [-0.988, 1.052, -1.535], [1.486, 1.851, -0.830], [2.236, -1.013, -0.355], [1.146, -1.086, -1.803], [0.511, -1.744, 0.751], [1.824, 0.383, 1.475], [0.317, 0.993, 1.931], [-2.141, -1.864, 0.626], [-3.163, -0.800, -0.462], [-1.017, 2.287, 0.145]], "forces_ev_per_angstrom": [[-1.3, 2.9, -2.9], [0.0, 0.8, 0.4], [4.0, -1.1, -1.1], [-3.8, -2.1, 0.4], [-1.8, 0.6, -1.2], [0.5, 0.2, 0.6], [-2.1, 0.8, -1.4], [0.3, 0.5, 0.7], [-0.5, -0.8, 0.5], [-1.4, 2.0, -1.2], [-0.9, 1.5, 2.1], [-0.1, -1.3, 1.7], [4.4, -0.5, 1.5], [-0.1, 0.0, -1.1], [0.1, -1.5, 0.5], [2.4, 0.5, 1.2], [0.3, -2.5, -0.7]]}

---

{"formula": "C3H3Br2F", "method": "wB97M-V/def2-TZVPD", "e_above_lowest_ev": 0.0000, "energy_ha": -5363.9599, "homo_energy_ev": -9.73, "homo_lumo_gap_ha": 0.3778, "elements": ["C", "C", "C", "F", "Br", "Br", "H", "H", "H"], "xyz": [[-0.801, -0.701, 0.248], [0.311, 0.043, -0.396], [1.149, 0.754, 0.278], [1.139, 0.774, 1.598], [0.282, -0.036, -2.313], [-2.397, 0.402, -0.158], [-0.995, -1.552, -0.258], [-0.578, -0.886, 1.277], [1.891, 1.203, -0.276]], "forces_ev_per_angstrom": [[0.5, 2.9, -0.1], [-2.1, -1.7, -0.9], [0.2, -0.5, -0.1], [0.2, 0.4, 0.6], [0.4, 0.2, 0.7], [-0.1, -0.3, 0.7], [-0.6, -2.9, -1.4], [-0.5, 0.2, 0.7], [2.0, 1.6, -0.2]]}

---

{"formula": "C3H9N5", "method": "wB97M-V/def2-TZVPD", "e_above_lowest_ev": 2.8712, "energy_ha": -393.4080, "homo_energy_ev": -8.71, "homo_lumo_gap_ha": 0.3508, "elements": ["C", "C", "C", "H", "H", "H", "H", "H", "H", "H", "H", "H", "N", "N", "N", "N", "N"], "xyz": [[1.428, 1.135, -1.150], [1.178, 0.501, 0.175], [-1.071, -1.123, 1.509], [-0.452, -0.562, -1.451], [-0.814, 0.031, -2.997], [2.227, 1.855, -1.212], [2.062, 0.689, 0.843], [1.191, -0.607, 0.083], [-0.755, 1.059, 0.109], [-0.662, 0.482, 2.699], [-1.374, -1.704, 2.415], [-1.557, -2.515, 0.263], [-0.462, 0.305, -2.067], [0.692, 1.039, -2.153], [-0.047, 0.939, 0.828], [-0.473, 0.066, 1.806], [-1.110, -1.589, 0.302]], "forces_ev_per_angstrom": [[0.3, 0.6, 1.4], [1.6, -1.3, 1.2], [0.4, -1.2, -0.5], [0.1, 1.4, -0.5], [0.5, 0.5, 0.7], [0.4, 0.0, -0.2], [-0.8, 0.2, -0.5], [-0.2, 0.4, -0.2], [-0.2, -0.1, 0.2], [0.0, 0.0, 0.1], [0.0, 0.6, -0.6], [0.3, 0.6, 0.2], [-0.5, -1.9, 0.0], [-1.0, -0.1, -1.7], [0.1, 0.8, -0.7], [-0.5, -0.5, 0.3], [-0.4, 0.0, 1.0]]}